No. 1
A molecular structure, C15H35ClN5O5Pt, computed with ωB97M-V/def2-TZVPD.

Properties
Energy relative to the best compared isomer or geometry (same formula, charge and spin): 27.3 kcal per mole
Gap between HOMO and LUMO (alpha / beta): 7.87 / 8.41 eV
Net charge: +1
HOMO (alpha / beta): -9.792 / -10.340 eV
2S+1: 3

Each line ends with the Löwdin spin population.
CARTESIAN COORDINATES (ANGSTROEM)
1 Pt 13.54 15.09 -18.84  1.585
2 Cl 11.07 14.86 -18.42  0.117
3 C 16.98 15.29 -21.23  0.000
4 C 16.74 15.65 -19.76  0.008
5 O 15.74 15.25 -19.18  0.035
6 N 17.63 16.39 -19.12  0.003
7 C 18.80 16.96 -19.73  0.001
8 H 17.32 16.17 -21.77  0.000
9 H 16.04 15.05 -21.73  0.000
10 H 17.69 14.47 -21.28  0.000
11 H 17.37 16.66 -18.18  0.000
12 H 19.39 17.43 -18.94  0.000
13 H 18.61 17.70 -20.51  0.000
14 H 19.40 16.17 -20.17  0.000
15 C 12.72 16.82 -15.41  0.000
16 C 13.59 17.43 -16.49  0.008
17 O 13.98 16.80 -17.42  0.052
18 N 13.89 18.77 -16.49  0.005
19 C 13.48 19.75 -15.48  0.001
20 H 12.69 15.74 -15.57  0.000
21 H 11.71 17.20 -15.52  0.000
22 H 13.19 17.00 -14.44  0.000
23 H 14.36 19.14 -17.30  0.000
24 H 14.19 20.57 -15.38  0.000
25 H 13.37 19.37 -14.47  0.000
26 H 12.53 20.13 -15.85  0.000
27 C 15.25 12.03 -21.47  0.002
28 C 14.03 12.87 -21.37  0.009
29 O 13.80 13.51 -20.31  0.052
30 N 13.31 12.99 -22.50  -0.002
31 C 12.13 13.81 -22.66  0.000
32 H 15.49 11.51 -22.40  0.001
33 H 14.97 11.18 -20.85  0.000
34 H 16.12 12.52 -21.05  0.000
35 H 13.74 12.59 -23.32  0.000
36 H 11.59 13.86 -21.72  0.000
37 H 11.48 13.26 -23.34  0.000
38 H 12.39 14.76 -23.14  0.000
39 C 12.05 17.56 -22.15  0.000
40 C 13.29 17.48 -21.28  0.010
41 O 13.54 16.54 -20.51  0.045
42 N 14.02 18.53 -21.27  0.004
43 C 15.28 18.78 -20.55  0.000
44 H 11.84 18.61 -22.36  0.000
45 H 11.18 17.06 -21.73  0.000
46 H 12.37 17.13 -23.10  0.000
47 H 13.83 19.29 -21.90  0.001
48 H 16.13 18.25 -20.99  0.000
49 H 15.12 18.38 -19.55  0.000
50 H 15.68 19.79 -20.51  0.000
51 C 15.05 13.17 -15.07  0.001
52 C 14.62 12.81 -16.56  0.010
53 O 14.31 13.71 -17.36  0.050
54 N 14.60 11.49 -16.84  0.000
55 C 14.20 10.86 -18.13  0.000
56 H 15.89 13.86 -15.16  0.000
57 H 15.41 12.35 -14.46  0.000
58 H 14.28 13.70 -14.51  0.000
59 H 14.90 10.87 -16.10  0.000
60 H 15.04 10.40 -18.65  0.000
61 H 13.72 11.54 -18.83  0.000
62 H 13.52 10.04 -17.89  0.000



No. 2
A molecular structure, C15H35FGaN8O17P2S, computed with ωB97M-V/def2-TZVPD.

Properties
Gap between HOMO and LUMO: 5.47 eV
Net charge: -1
HOMO: -4.587 eV

Each line ends with the Löwdin charge.
CARTESIAN COORDINATES (ANGSTROEM)
1 O 4.03 3.32 1.97  -0.598
2 P 3.82 3.28 0.48  0.537
3 Ga 4.38 1.22 -0.59  0.207
4 F 5.44 1.67 -2.03  -0.391
5 C 2.67 0.35 -1.28  -0.221
6 C 1.57 0.68 -0.31  -0.343
7 C 1.79 0.52 1.06  -0.095
8 C 0.83 0.84 1.99  -0.079
9 C -0.40 1.32 1.54  -0.116
10 C -0.64 1.46 0.18  -0.106
11 C 0.34 1.16 -0.77  -0.051
12 P 5.65 -0.28 0.75  0.143
13 S 5.67 0.06 2.70  -0.092
14 H 4.48 4.35 -0.20  -0.059
15 H 2.43 3.51 0.24  -0.044
16 H 2.45 0.75 -2.26  0.046
17 H 2.79 -0.73 -1.36  0.052
18 H 2.75 0.16 1.41  0.070
19 H 1.04 0.74 3.04  0.105
20 H -1.15 1.55 2.29  0.090
21 H -1.60 1.82 -0.14  0.079
22 H 0.17 1.30 -1.82  0.092
23 H 5.20 -1.60 0.48  -0.096
24 H 6.99 -0.26 0.31  -0.098
25 C -1.81 -2.48 2.32  0.058
26 N -2.64 -1.68 1.38  -0.441
27 O -2.91 -2.17 0.31  0.058
28 O -3.00 -0.59 1.77  0.047
29 H -1.56 -3.43 1.85  0.097
30 H -0.91 -1.91 2.53  0.101
31 H -2.39 -2.63 3.22  0.074
32 C -5.08 -1.92 4.32  0.048
33 N -4.95 -2.92 5.41  -0.427
34 O -5.68 -2.83 6.38  0.065
35 O -4.11 -3.78 5.26  0.055
36 H -5.87 -1.22 4.59  0.102
37 H -4.13 -1.42 4.23  0.091
38 H -5.34 -2.46 3.42  0.060
39 C -6.00 -6.11 6.39  0.035
40 N -5.96 -7.27 7.31  -0.454
41 O -4.99 -8.01 7.25  0.064
42 O -6.89 -7.41 8.07  0.053
43 H -5.11 -6.11 5.78  0.082
44 H -6.90 -6.22 5.78  0.102
45 H -6.05 -5.21 6.99  0.082
46 C -1.24 3.96 -4.11  0.049
47 N -1.72 3.09 -3.01  -0.440
48 O -2.44 2.15 -3.30  0.059
49 O -1.37 3.37 -1.89  0.052
50 H -1.64 3.59 -5.05  0.095
51 H -1.60 4.96 -3.90  0.092
52 H -0.15 3.94 -4.12  0.103
53 C -7.07 -3.96 0.11  0.054
54 N -6.85 -3.63 1.54  -0.444
55 O -6.15 -4.38 2.20  0.061
56 O -7.37 -2.62 1.97  0.065
57 H -6.54 -4.88 -0.12  0.096
58 H -8.14 -4.07 -0.03  0.100
59 H -6.69 -3.13 -0.47  0.105
60 C 6.97 1.44 -4.92  0.033
61 N 6.68 1.82 -6.32  -0.452
62 O 5.54 1.69 -6.74  0.060
63 O 7.61 2.25 -6.98  0.035
64 H 6.06 1.08 -4.45  0.084
65 H 7.72 0.67 -4.94  0.081
66 H 7.34 2.32 -4.41  0.098
67 C -5.00 4.36 -1.64  0.055
68 N -5.30 4.85 -3.01  -0.448
69 O -6.42 4.67 -3.45  0.069
70 O -4.40 5.40 -3.61  0.051
71 H -5.89 3.90 -1.23  0.094
72 H -4.18 3.64 -1.72  0.081
73 H -4.69 5.22 -1.05  0.104
74 C 11.68 0.96 -4.29  0.045
75 N 10.63 1.66 -3.50  -0.441
76 O 10.94 2.66 -2.90  0.079
77 O 9.52 1.15 -3.51  0.054
78 H 12.61 1.52 -4.19  0.091
79 H 11.78 -0.04 -3.89  0.098
80 H 11.34 0.94 -5.32  0.100



No. 3
4 unconnected molecules or ions with the total composition C15H35FNO9, computed with ωB97M-V/def2-TZVPD.

Properties
Energy relative to the best compared isomer or geometry (same formula, charge and spin): 19.5 kcal per mole
Gap between HOMO and LUMO: 10.12 eV
Net charge: +1
HOMO: -12.054 eV

Each line ends with the natural charge from an NBO analysis.
CARTESIAN COORDINATES (ANGSTROEM)
1 N 27.51 31.84 27.29  -0.806
2 H 26.82 31.20 27.16  0.438
3 H 27.58 31.98 26.25  0.470
4 H 28.30 31.54 27.91  0.456
5 H 27.10 32.57 27.58  0.410
6 C 22.25 30.31 29.14  -0.101
7 C 23.37 29.51 28.35  0.464
8 O 24.48 30.46 28.41  -0.490
9 C 24.15 31.41 29.24  0.963
10 O 24.86 32.42 29.47  -0.621
11 O 22.95 31.32 29.76  -0.447
12 F 23.00 29.30 27.10  -0.306
13 H 21.75 29.63 29.98  0.193
14 H 21.47 30.58 28.69  0.191
15 H 23.64 28.69 28.84  0.156
16 C 24.80 34.14 26.36  -0.292
17 O 25.40 32.95 25.72  -0.601
18 C 24.56 32.13 24.94  -0.078
19 C 25.23 30.95 24.41  -0.040
20 O 25.93 30.38 25.31  -0.549
21 C 26.60 29.21 24.78  -0.100
22 C 27.55 28.60 25.82  -0.071
23 O 28.48 29.38 26.45  -0.567
24 C 29.37 28.54 27.25  -0.243
25 H 23.98 34.63 25.64  0.191
26 H 25.66 34.93 26.61  0.223
27 H 24.00 33.77 27.18  0.200
28 H 24.11 32.56 24.13  0.185
29 H 23.90 31.87 25.67  0.166
30 H 25.98 31.25 23.52  0.126
31 H 24.64 30.17 24.13  0.184
32 H 27.31 29.69 24.10  0.184
33 H 26.10 28.40 24.30  0.209
34 H 28.10 27.86 25.30  0.176
35 H 26.91 28.09 26.54  0.152
36 H 28.66 28.00 27.94  0.183
37 H 30.04 29.08 27.80  0.191
38 H 29.92 27.97 26.56  0.188
39 C 31.48 31.74 26.06  -0.260
40 O 30.16 32.24 25.64  -0.563
41 C 30.15 33.49 25.09  -0.070
42 C 30.25 34.60 26.20  -0.068
43 O 29.14 34.51 26.86  -0.554
44 C 29.07 35.52 27.83  -0.065
45 C 27.85 35.07 28.91  -0.087
46 O 28.07 33.75 29.37  -0.552
47 C 28.78 33.92 30.51  -0.264
48 H 31.55 30.63 26.03  0.200
49 H 31.51 32.10 27.05  0.177
50 H 32.45 32.20 25.42  0.188
51 H 29.28 33.69 24.50  0.185
52 H 30.98 33.75 24.50  0.169
53 H 30.18 35.52 25.64  0.161
54 H 31.21 34.49 26.86  0.159
55 H 28.91 36.41 27.39  0.174
56 H 30.08 35.55 28.50  0.162
57 H 27.12 35.08 28.26  0.165
58 H 27.40 35.79 29.67  0.206
59 H 28.12 33.79 31.48  0.193
60 H 29.28 34.87 30.53  0.179
61 H 29.76 33.30 30.56  0.177



No. 4
A molecular structure, C15H35FeN2O8P, computed with ωB97M-V/def2-TZVPD.

Properties
Energy relative to the best compared isomer or geometry (same formula, charge and spin): 65.1 kcal per mole
Gap between HOMO and LUMO (alpha / beta): 3.63 / 3.65 eV
Net charge: -2
HOMO (alpha / beta): 0.866 / 0.840 eV
2S+1: 5

Each line ends with the Löwdin spin population.
CARTESIAN COORDINATES (ANGSTROEM)
1 Fe -1.56 -5.18 -31.20  3.648
2 C -1.32 -2.90 -28.16  0.000
3 C -2.04 -1.77 -28.95  0.001
4 C -1.73 -0.49 -28.20  0.000
5 C -1.93 0.81 -29.01  0.000
6 C -1.22 0.63 -30.35  0.001
7 C -1.64 -0.63 -31.15  0.002
8 N -1.47 -1.79 -30.28  0.009
9 O -1.46 -3.00 -30.95  0.045
10 C -0.86 -0.74 -32.43  0.000
11 C -3.16 -0.37 -31.54  0.000
12 C -3.58 -2.06 -28.89  0.000
13 H -1.53 -2.89 -27.08  0.000
14 H -0.25 -2.79 -28.32  0.000
15 H -1.67 -3.85 -28.57  0.000
16 H -0.69 -0.41 -27.88  0.000
17 H -2.36 -0.41 -27.31  0.000
18 H -1.52 1.67 -28.48  0.000
19 H -3.00 0.98 -29.14  0.000
20 H -0.16 0.70 -30.09  0.000
21 H -1.48 1.54 -30.91  0.000
22 H 0.17 -0.90 -32.10  0.000
23 H -0.80 0.22 -32.93  0.000
24 H -1.25 -1.56 -33.03  0.000
25 H -3.73 -0.21 -30.62  0.000
26 H -3.71 -1.13 -32.10  0.000
27 H -3.14 0.61 -32.03  0.000
28 H -4.20 -1.15 -28.97  0.000
29 H -3.87 -2.48 -27.93  0.000
30 H -3.84 -2.61 -29.79  0.000
31 P -1.05 -7.57 -30.43  0.009
32 O 0.13 -8.43 -30.95  0.011
33 O -1.58 -7.04 -31.80  0.126
34 O -0.60 -6.24 -29.78  0.065
35 O -2.08 -8.43 -29.68  0.003
36 C -5.82 -5.70 -30.17  0.002
37 C -4.48 -5.59 -30.91  0.001
38 C -4.52 -4.68 -32.11  0.001
39 O -3.26 -4.73 -32.77  0.018
40 C -3.23 -4.69 -34.19  0.001
41 N -3.37 -5.21 -30.03  0.029
42 H -6.19 -4.73 -29.82  0.000
43 H -5.65 -6.45 -29.40  0.000
44 H -6.61 -6.02 -30.86  0.001
45 H -4.28 -6.57 -31.35  0.000
46 H -4.79 -3.63 -31.91  0.000
47 H -5.33 -4.95 -32.82  0.000
48 H -4.18 -5.02 -34.61  0.000
49 H -2.40 -5.36 -34.43  0.000
50 H -2.93 -3.67 -34.46  0.000
51 H -3.43 -5.96 -29.32  0.001
52 H -3.63 -4.46 -29.38  0.003
53 C 0.53 -3.90 -33.15  0.001
54 C 1.36 -4.27 -34.34  0.001
55 O 0.81 -5.36 -35.11  0.000
56 O 0.35 -4.96 -32.22  0.019
57 H -0.46 -3.55 -33.44  -0.001
58 H 1.07 -3.11 -32.62  0.000
59 H 2.40 -4.52 -34.11  0.000
60 H 1.45 -3.40 -35.00  0.000
61 H 1.55 -5.69 -35.62  0.000
62 H 1.21 -5.33 -31.99  0.001



No. 5
3 unconnected molecules or ions with the total composition C15H35N2O2S, computed with ωB97M-V/def2-TZVPD.

Properties
Gap between HOMO and LUMO: 8.08 eV
Net charge: +1
HOMO: -12.230 eV

Each line ends with the natural charge from an NBO analysis.
CARTESIAN COORDINATES (ANGSTROEM)
1 N -0.37 -6.52 5.07  -0.966
2 S -1.60 -6.30 4.02  1.296
3 C -1.01 -5.04 2.90  -0.625
4 C -0.26 -3.86 3.56  -0.071
5 O -0.75 -2.64 3.07  -0.682
6 N -2.75 -5.46 4.90  -0.788
7 C -3.88 -5.45 4.39  0.914
8 O -4.93 -5.42 3.97  -0.339
9 H -0.48 -5.98 5.93  0.429
10 H -0.36 -7.50 5.33  0.426
11 H -1.92 -4.64 2.46  0.265
12 H -0.44 -5.56 2.13  0.271
13 H -0.46 -3.87 4.63  0.189
14 H 0.81 -3.92 3.36  0.204
15 H -0.70 -2.66 2.10  0.476
16 C -1.14 2.58 2.29  -0.610
17 C -0.54 2.17 0.95  -0.399
18 C -1.57 2.01 -0.16  -0.402
19 C -2.61 0.92 0.09  -0.398
20 C -2.03 -0.48 0.32  -0.401
21 C -1.24 -1.01 -0.88  -0.611
22 H -1.83 1.82 2.68  0.195
23 H -0.36 2.73 3.04  0.212
24 H -1.69 3.52 2.20  0.208
25 H 0.04 1.25 1.08  0.186
26 H 0.18 2.94 0.64  0.208
27 H -1.05 1.81 -1.10  0.202
28 H -2.09 2.96 -0.30  0.209
29 H -3.29 0.88 -0.77  0.206
30 H -3.23 1.19 0.94  0.204
31 H -2.85 -1.17 0.53  0.192
32 H -1.39 -0.47 1.21  0.186
33 H -1.86 -1.05 -1.77  0.212
34 H -0.87 -2.02 -0.68  0.184
35 H -0.37 -0.39 -1.10  0.213
36 C 3.48 1.48 -5.18  -0.610
37 C 3.82 2.53 -4.13  -0.399
38 C 3.30 2.20 -2.73  -0.396
39 C 1.78 2.09 -2.62  -0.398
40 C 1.01 3.34 -3.05  -0.400
41 C 1.32 4.57 -2.20  -0.609
42 H 2.40 1.38 -5.31  0.199
43 H 3.90 1.74 -6.14  0.214
44 H 3.87 0.50 -4.89  0.199
45 H 3.44 3.51 -4.45  0.196
46 H 4.91 2.63 -4.07  0.205
47 H 3.66 2.95 -2.03  0.202
48 H 3.74 1.25 -2.41  0.197
49 H 1.52 1.86 -1.58  0.194
50 H 1.43 1.24 -3.22  0.198
51 H -0.06 3.13 -2.98  0.199
52 H 1.20 3.57 -4.10  0.199
53 H 1.11 4.38 -1.15  0.196
54 H 0.72 5.42 -2.52  0.214
55 H 2.37 4.86 -2.28  0.204



No. 6
3 unconnected molecules or ions with the total composition C15H35N2O7, computed with ωB97M-V/def2-TZVPD.

Properties
Energy relative to the best compared isomer or geometry (same formula, charge and spin): 72.9 kcal per mole
Gap between HOMO and LUMO: 3.64 eV
Net charge: -1
HOMO: -1.067 eV

Each line ends with the natural charge from an NBO analysis.
CARTESIAN COORDINATES (ANGSTROEM)
1 C 2.92 -0.81 -1.89  -0.747
2 C 1.73 -0.77 -0.85  0.689
3 O 2.02 -0.36 0.31  -0.649
4 N 0.37 -1.20 -1.11  -0.371
5 C -0.41 -0.19 -1.84  -0.421
6 N 0.29 -2.48 -1.68  -0.937
7 H 2.81 -1.57 -2.71  0.226
8 H 3.04 0.24 -2.31  0.214
9 H 3.87 -1.00 -1.29  0.216
10 H 0.10 0.26 -2.75  0.140
11 H -0.73 0.65 -1.14  0.176
12 H -1.39 -0.63 -2.22  0.201
13 H 1.21 -2.94 -1.67  0.269
14 C -5.60 0.52 -5.81  -0.246
15 O -5.29 1.39 -4.74  -0.552
16 C -4.49 0.76 -3.75  -0.098
17 C -3.84 1.79 -2.84  -0.096
18 O -2.66 2.37 -3.42  -0.529
19 C -2.89 3.32 -4.45  -0.093
20 C -3.38 4.66 -3.93  -0.094
21 O -4.78 4.62 -3.68  -0.546
22 C -5.21 5.69 -2.87  -0.246
23 H -6.14 -0.36 -5.44  0.163
24 H -6.22 1.06 -6.52  0.184
25 H -4.68 0.21 -6.32  0.167
26 H -3.71 0.15 -4.22  0.187
27 H -5.14 0.11 -3.15  0.169
28 H -3.50 1.29 -1.94  0.204
29 H -4.54 2.57 -2.53  0.189
30 H -3.55 2.92 -5.22  0.195
31 H -1.91 3.48 -4.91  0.188
32 H -3.19 5.44 -4.68  0.162
33 H -2.84 4.92 -3.01  0.176
34 H -4.74 5.63 -1.88  0.166
35 H -6.29 5.61 -2.74  0.189
36 H -4.97 6.65 -3.33  0.159
37 C 5.88 -4.36 5.99  -0.246
38 O 4.78 -3.48 5.88  -0.541
39 C 5.08 -2.19 6.39  -0.092
40 C 4.06 -1.17 5.89  -0.091
41 O 4.33 -0.70 4.58  -0.544
42 C 4.02 -1.62 3.52  -0.095
43 C 2.53 -1.72 3.25  -0.102
44 O 1.92 -2.62 4.18  -0.560
45 C 0.51 -2.46 4.21  -0.248
46 H 6.18 -4.47 7.04  0.157
47 H 5.58 -5.33 5.60  0.192
48 H 6.72 -3.99 5.40  0.163
49 H 6.08 -1.88 6.08  0.170
50 H 5.04 -2.24 7.48  0.159
51 H 4.13 -0.29 6.53  0.177
52 H 3.04 -1.55 5.98  0.202
53 H 4.47 -2.59 3.69  0.185
54 H 4.49 -1.19 2.63  0.199
55 H 2.37 -2.13 2.24  0.206
56 H 2.07 -0.73 3.31  0.184
57 H 0.24 -1.46 4.54  0.157
58 H 0.11 -3.19 4.91  0.176
59 H 0.08 -2.66 3.22  0.186



No. 7
5 unconnected molecules or ions with the total composition C15H35N5O5, computed with ωB97M-V/def2-TZVPD.

Properties
Energy relative to the best compared isomer or geometry (same formula, charge and spin): 96.0 kcal per mole
Gap between HOMO and LUMO: 9.21 eV
HOMO: -8.860 eV

Each line ends with the natural charge from an NBO analysis.
CARTESIAN COORDINATES (ANGSTROEM)
1 C -3.09 -1.69 3.02  0.531
2 O -4.25 -1.92 2.64  -0.636
3 N -1.97 -2.30 2.72  -0.428
4 C -0.61 -1.97 3.19  -0.405
5 C -2.03 -3.40 1.77  -0.441
6 H -2.91 -0.86 3.72  0.110
7 H -0.07 -1.97 2.24  0.199
8 H -0.19 -2.66 3.92  0.201
9 H -0.52 -0.96 3.59  0.237
10 H -2.90 -3.49 1.13  0.241
11 H -1.18 -3.42 1.09  0.189
12 H -2.06 -4.41 2.18  0.202
13 C 0.88 -0.31 0.30  0.531
14 O 1.04 0.50 1.20  -0.625
15 N -0.26 -0.47 -0.47  -0.438
16 C -0.34 -1.35 -1.64  -0.410
17 C -1.44 0.33 -0.02  -0.431
18 H 1.61 -0.97 -0.19  0.106
19 H 0.48 -2.06 -1.75  0.215
20 H -0.41 -0.71 -2.52  0.211
21 H -1.27 -1.90 -1.56  0.203
22 H -1.28 0.91 0.89  0.246
23 H -1.70 1.02 -0.81  0.185
24 H -2.32 -0.28 0.17  0.208
25 C -0.04 3.14 2.12  0.537
26 O 0.00 3.03 3.36  -0.660
27 N 0.92 3.63 1.39  -0.411
28 C 0.83 3.91 -0.02  -0.401
29 C 2.22 3.82 2.06  -0.458
30 H -0.98 2.94 1.57  0.100
31 H 1.38 4.85 -0.15  0.205
32 H -0.19 4.02 -0.39  0.207
33 H 1.35 3.09 -0.51  0.210
34 H 2.94 4.59 1.78  0.209
35 H 2.25 3.73 3.15  0.256
36 H 2.76 2.90 1.85  0.206
37 C 4.26 -3.60 1.03  0.540
38 O 5.32 -4.08 0.65  -0.600
39 N 3.01 -3.93 0.56  -0.443
40 C 1.85 -3.50 1.28  -0.408
41 C 2.78 -5.00 -0.41  -0.426
42 H 4.13 -2.86 1.84  0.108
43 H 2.11 -2.64 1.91  0.219
44 H 1.46 -4.30 1.90  0.193
45 H 1.10 -3.20 0.54  0.187
46 H 3.70 -5.43 -0.80  0.246
47 H 2.30 -5.86 0.06  0.190
48 H 2.05 -4.72 -1.16  0.194
49 C -0.19 3.36 -4.26  0.517
50 O 0.54 2.53 -3.64  -0.645
51 N -1.54 3.45 -4.03  -0.428
52 C -2.47 4.04 -5.02  -0.409
53 C -2.12 2.63 -2.90  -0.435
54 H 0.12 3.93 -5.15  0.129
55 H -3.26 4.53 -4.45  0.206
56 H -2.94 3.21 -5.55  0.194
57 H -2.03 4.68 -5.79  0.222
58 H -2.46 3.37 -2.17  0.200
59 H -2.96 2.00 -3.17  0.207
60 H -1.42 2.07 -2.28  0.240